{"formula": "C6H6", "method": "wB97M-V/def2-TZVPD", "elements": ["C", "C", "C", "C", "C", "C", "H", "H", "H", "H", "H", "H"], "xyz": [[1.19, -2.31, -0.88], [0.75, -0.94, -0.56], [0.40, 0.18, -0.26], [-0.04, 1.55, 0.10], [-1.40, 1.72, 0.52], [-2.43, 1.72, 1.14], [0.75, -3.04, -0.19], [0.90, -2.60, -1.90], [2.28, -2.41, -0.82], [0.49, 2.32, -0.46], [-0.05, 2.03, 1.20], [-2.85, 1.79, 2.12]], "nbo_charge": [-0.6843, 0.0394, -0.0430, -0.5324, -0.0383, -0.2717, 0.2386, 0.2376, 0.2366, 0.2596, 0.3250, 0.2329], "e_above_lowest_ev": 5.417, "homo_ev": -9.0, "e_tot_ha": -232.027245, "smiles": "C#CCC#CC"}